{"formula": "C5H6O3", "method": "wB97M-V/def2-TZVPD", "smiles": "O=C1CCC(O)=C1O", "homo_lumo_gap_ha": 0.33703, "e_homo_ev": -8.6, "lumo_energy_ev": 0.53, "elements": ["C", "C", "C", "C", "C", "H", "H", "H", "H", "H", "H", "O", "O", "O"], "coordinates": [[-0.87, -0.41, 0.35], [-0.63, 0.09, -0.91], [0.69, 0.63, -1.11], [1.32, 0.57, 0.37], [0.26, -0.12, 1.30], [-2.14, -1.61, 1.52], [-1.04, -0.07, -2.73], [1.71, 1.59, 0.68], [2.22, -0.02, 0.06], [0.71, -0.96, 1.62], [0.04, 0.65, 2.12], [-2.02, -1.15, 0.67], [-1.57, -0.15, -1.82], [1.30, 0.96, -2.12]]}

---

{"formula": "C5H6O3", "method": "wB97M-V/def2-TZVPD", "homo_lumo_gap_ha": [0.21633, 0.31819], "e_homo_ev": [-4.9, -10.3], "multiplicity": 3, "lumo_energy_ev": [0.95, -1.65], "elements": ["C", "C", "C", "C", "C", "O", "O", "O", "H", "H", "H", "H", "H", "H"], "coordinates": [[0.37, -1.48, -1.42], [-1.47, -0.45, 0.48], [1.20, 1.68, 0.85], [-0.23, -0.72, -0.35], [0.03, 1.16, 0.27], [0.80, -1.58, -0.11], [-1.20, 0.86, 0.90], [0.47, 2.35, -0.20], [-0.05, -2.41, -1.87], [1.00, -0.86, -2.04], [-2.50, -0.57, -0.12], [-1.65, -1.28, 1.36], [1.20, 2.05, 1.83], [2.03, 1.24, 0.42]]}

---

{"formula": "C5H6O4Sn", "method": "wB97M-V/def2-TZVPD", "homo_lumo_gap_ha": [0.29767, 0.24732], "e_homo_ev": [-13.1, -13.5], "multiplicity": 2, "lumo_energy_ev": [-5.02, -6.76], "charge": 1, "elements": ["C", "H", "H", "C", "H", "H", "C", "C", "O", "C", "O", "O", "O", "H", "H", "Sn"], "coordinates": [[-2.59, 1.16, -2.18], [-3.57, 0.98, -1.74], [-2.59, 1.35, -3.27], [-1.48, 1.28, -1.43], [-0.52, 1.33, -1.97], [-2.15, -0.65, 0.77], [-1.41, 0.16, 0.80], [-0.05, -0.25, 1.02], [0.18, -1.56, 1.17], [1.18, -1.97, 1.99], [1.75, -1.27, 2.78], [1.38, -3.24, 1.73], [-1.77, 1.31, 1.28], [0.81, 0.42, 0.90], [2.07, -3.60, 2.31], [-1.85, 2.70, 0.09]]}

---

{"formula": "C5H6O4V", "method": "wB97M-V/def2-TZVPD", "homo_lumo_gap_ha": [0.25975, 0.30426], "e_homo_ev": [-10.7, -12.3], "multiplicity": 5, "lumo_energy_ev": [-3.63, -4.02], "charge": 1, "elements": ["C", "C", "H", "H", "H", "V", "C", "O", "C", "O", "O", "H", "H", "H", "C", "O"], "coordinates": [[-0.23, 0.17, -1.88], [1.09, -0.21, -2.42], [-0.63, 1.17, -2.08], [1.27, 0.90, -1.84], [1.19, 0.00, -3.49], [-1.65, -1.30, -2.20], [1.75, -1.49, -2.04], [1.79, -1.67, -0.58], [0.87, -1.17, 0.17], [-0.14, -0.55, -0.23], [1.12, -1.28, 1.43], [2.81, -1.54, -2.31], [1.27, -2.39, -2.45], [0.42, -0.88, 1.97], [-2.72, 1.82, 1.05], [-2.47, 1.00, 0.32]]}

---

{"formula": "C5H6OS", "method": "wB97M-V/def2-TZVPD", "homo_lumo_gap_ha": 0.33210, "e_homo_ev": -8.6, "lumo_energy_ev": 0.45, "elements": ["C", "C", "C", "C", "C", "H", "H", "H", "H", "H", "H", "O", "S"], "coordinates": [[0.16, -0.96, -0.18], [-0.70, 0.01, -1.02], [-0.43, -0.12, 1.00], [0.16, 1.23, 0.72], [-0.13, 1.34, -0.63], [2.05, -1.08, 0.85], [-0.28, -2.05, -0.42], [-0.77, -0.27, -2.08], [-0.42, -0.69, 1.99], [0.64, 1.75, 1.40], [0.13, 1.92, -1.49], [1.57, -0.75, -0.23], [-1.98, -0.34, 0.09]]}

---

{"formula": "C5H6OS", "method": "wB97M-V/def2-TZVPD", "homo_lumo_gap_ha": 0.35118, "e_homo_ev": -8.8, "lumo_energy_ev": 0.78, "elements": ["C", "C", "C", "C", "C", "H", "H", "H", "H", "H", "H", "O", "S"], "coordinates": [[-0.15, 1.42, -0.09], [-0.26, 0.38, 1.04], [-0.26, 0.23, -1.07], [0.96, -0.61, -0.68], [0.95, -0.53, 0.75], [-0.98, 2.10, -0.16], [0.79, 2.00, -0.11], [-0.53, 0.62, 2.07], [-0.42, 0.38, -2.13], [1.23, -1.56, -1.25], [1.26, -1.31, 1.47], [2.02, 0.06, 0.00], [-1.56, -0.50, 0.03]]}

---

{"formula": "C5H6OS", "method": "wB97M-V/def2-TZVPD", "smiles": "S=CC1=CCOC1", "homo_lumo_gap_ha": 0.28960, "e_homo_ev": -8.8, "lumo_energy_ev": -0.93, "elements": ["C", "C", "C", "C", "C", "H", "H", "H", "H", "H", "H", "O", "S"], "coordinates": [[-0.72, -1.81, -0.72], [-0.31, -0.47, -0.31], [0.15, 0.51, -0.91], [0.80, 1.66, 0.12], [-0.03, -0.27, 1.26], [-1.18, -2.43, -0.02], [-0.45, 0.58, -2.10], [0.18, 2.57, 0.13], [1.85, 1.90, -0.21], [0.45, -0.92, 2.02], [-0.92, -0.25, 1.72], [0.57, 1.05, 1.33], [-0.39, -2.12, -2.30]]}

---

{"formula": "C5H6OS", "method": "wB97M-V/def2-TZVPD", "smiles": "CC(=S)/C=C\\C=O", "homo_lumo_gap_ha": [0.26162, 0.26160], "e_homo_ev": [-8.0, -8.0], "lumo_energy_ev": [-0.87, -0.87], "elements": ["C", "C", "C", "C", "C", "O", "S", "H", "H", "H", "H", "H", "H"], "coordinates": [[-1.66, -0.77, 0.63], [-0.42, -0.22, 0.68], [-2.07, -1.81, -0.30], [0.74, -0.71, -0.01], [1.76, 0.30, -0.44], [-1.43, -2.74, -0.73], [1.01, -2.32, -0.26], [-2.47, -0.26, 1.14], [-0.30, 0.73, 1.18], [-3.09, -1.61, -0.68], [2.25, 0.73, 0.43], [1.30, 1.11, -1.00], [2.51, -0.18, -1.06]]}

---

{"formula": "C5H6OS", "method": "wB97M-V/def2-TZVPD", "homo_lumo_gap_ha": [0.28584, 0.27133], "e_homo_ev": [-6.9, -9.8], "multiplicity": 3, "lumo_energy_ev": [0.90, -2.40], "elements": ["C", "C", "C", "C", "C", "O", "S", "H", "H", "H", "H", "H", "H"], "coordinates": [[-0.30, 0.33, 1.47], [-0.91, 1.10, 0.08], [0.54, -0.83, 0.81], [-0.43, 0.41, -1.12], [0.67, -0.54, -0.68], [-0.51, 0.57, 2.62], [-1.48, 2.55, 0.17], [1.55, -1.10, 1.23], [-0.17, -1.58, 0.89], [-1.19, -0.41, -1.42], [-0.15, 1.14, -1.87], [1.75, -0.17, -0.93], [0.63, -1.47, -1.25]]}

---

{"formula": "C5H6OS2", "method": "wB97M-V/def2-TZVPD", "smiles": "SC(S)c1ccco1", "homo_lumo_gap_ha": 0.32864, "e_homo_ev": -8.3, "lumo_energy_ev": 0.61, "elements": ["C", "C", "C", "C", "C", "O", "S", "S", "H", "H", "H", "H", "H", "H"], "coordinates": [[-0.10, -2.41, 0.61], [0.68, -1.30, 0.33], [-1.43, -1.97, 0.77], [-0.18, -0.18, 0.23], [-0.04, 1.19, -0.23], [-1.44, -0.63, 0.55], [-0.34, 1.32, -2.08], [1.65, 1.81, 0.11], [0.37, -3.35, 0.62], [1.66, -1.45, -0.01], [-2.32, -2.47, 0.96], [-0.75, 2.03, 0.16], [0.69, 0.68, -2.54], [2.66, 1.05, -0.48]]}

---

Calculated values (a.u.) of E for the records, taken in order: -419.79049, -419.47868, -708.96853, -1438.58497, -667.37573, -667.45809, -667.38149, -667.47296, -667.42243, -1065.66324.
Calculated values (eV) of energy above the lowest of the compared OMol25 structures with the same formula, charge and spin for the records, taken in order: 1.331, 5.374, 0.321, 2.499, 4.419, 2.178, 4.262, 1.773, 0.259, 1.782.